Density functional theory data (the ωB97M-V functional and the def2-TZVPD basis) for a molecular structure, C15H29ClN5O4PdS2Si.

The spin multiplicity is 1. The calculation puts the energy above the lowest of the compared OMol25 structures with the same formula, charge and spin at 52.5 kJ/mol. The calculation puts the highest occupied orbital energy at -17.86 eV. The molecular weight comes out at 577.521 g/mol. As for the charge: +3. The total energy comes out at -2836.59091 hartree. The calculation puts the HOMO-LUMO gap at 5.1 eV. The LUMO energy is -12.73 eV.

```
58
Properties=species:S:1:pos:R:3:forces:R:3:lowdin_charge:R:1
Pd -0.4112 0.0910 0.5588 -1.9 1.0 0.4 0.717
C 3.8262 -1.4307 -1.0083 0.0 0.0 0.0 0.019
C 3.4523 -0.0416 -0.6336 0.1 0.3 -0.1 -0.249
C 4.4423 1.0277 -0.8167 0.0 -0.1 -0.1 0.172
C 4.1815 2.3412 -0.4847 -0.1 0.1 0.0 0.042
C 2.9482 2.6133 0.0635 0.0 0.0 0.0 0.129
C 1.9827 1.5383 0.2270 0.0 0.0 -0.1 -0.372
N 2.2759 0.2357 -0.1767 -0.1 0.1 0.2 0.173
N 0.8098 1.7464 0.7471 0.7 -0.7 0.1 -0.042
Si 0.3122 3.2729 1.8100 -0.1 0.0 -0.1 0.512
C 1.7133 3.4606 2.9976 0.1 -0.1 0.0 -0.139
C 0.1320 4.6868 0.6357 0.1 0.0 -0.1 -0.141
C -1.2504 2.7675 2.6504 -0.1 -0.1 0.0 -0.149
H 4.8789 -1.6262 -0.8058 0.0 0.0 0.0 0.108
H 3.6732 -1.5695 -2.0834 0.0 0.0 0.0 0.122
H 3.2051 -2.1483 -0.4794 0.0 0.0 0.0 0.091
H 5.4085 0.7604 -1.2344 0.0 0.0 0.0 0.158
H 4.9168 3.1184 -0.6463 0.0 0.0 0.0 0.150
H 2.6745 3.6186 0.3534 0.0 0.0 0.0 0.105
H 2.6402 3.8188 2.5480 0.0 0.0 0.0 0.042
H 1.9266 2.5456 3.5537 0.0 0.0 0.0 0.053
H 1.3998 4.2145 3.7268 0.0 0.0 0.0 0.071
H 1.0893 5.0914 0.3029 0.0 0.0 0.0 0.044
H -0.3817 5.4938 1.1652 0.0 0.0 0.0 0.066
H -0.4528 4.4215 -0.2446 0.0 0.0 0.0 0.021
H -1.6601 1.8219 2.2934 0.0 0.0 0.0 0.001
H -2.0185 3.5319 2.5164 0.0 0.0 0.0 0.054
H -1.0764 2.6677 3.7237 0.0 0.0 0.0 0.058
Cl -0.1713 -5.3249 -0.0101 0.0 0.0 0.0 0.687
C 0.1930 -4.4765 1.4798 -0.1 0.0 0.0 -0.478
C 0.0376 -2.9936 1.3117 -0.2 0.0 0.0 -0.522
O 0.1486 -2.3741 2.5395 0.2 0.1 0.1 0.057
O -0.1500 -2.3787 0.3009 0.5 -0.2 -0.1 -0.030
H 1.2208 -4.6853 1.7830 0.0 0.0 0.0 0.113
H -0.4576 -4.8186 2.2854 0.0 0.0 0.0 0.112
C -4.7061 -2.1287 0.0215 -0.1 0.0 0.0 -0.213
S -2.9376 -2.2612 -0.0397 0.2 -0.1 0.2 0.952
C -2.6813 -2.2038 -1.7954 0.0 0.0 -0.1 -0.217
O -2.4614 -0.8813 0.5065 0.5 0.0 0.0 -0.674
H -5.0345 -1.2393 -0.5145 0.0 0.0 0.0 0.068
H -5.0030 -2.1018 1.0681 0.0 0.0 0.0 0.076
H -5.1166 -3.0260 -0.4439 0.0 0.0 0.0 0.086
H -2.9995 -3.1633 -2.2052 0.0 0.0 0.0 0.085
H -1.6127 -2.0823 -1.9599 0.0 0.0 0.0 0.057
H -3.2491 -1.3854 -2.2353 0.0 0.0 0.0 0.072
C -4.4460 3.8577 -1.1552 0.0 0.0 0.0 -0.013
N -3.1283 3.2235 -1.2629 0.0 0.0 0.1 -0.022
C -2.8035 2.0984 -0.6543 0.0 0.1 0.0 -0.737
N -3.6239 1.5078 0.1875 0.0 0.1 0.0 0.174
S -1.2425 1.4316 -1.1075 0.3 -0.1 -0.2 0.781
H -4.4805 4.6901 -1.8504 0.0 0.0 0.0 0.109
H -4.6070 4.2375 -0.1457 0.0 0.0 0.0 0.104
H -5.2312 3.1504 -1.4237 0.0 0.0 0.0 0.106
H -2.4464 3.6334 -1.8830 0.0 0.0 0.0 0.133
H -4.5091 1.9267 0.4319 0.0 0.0 0.0 0.132
H -3.3943 0.5586 0.4883 0.0 -0.1 0.1 0.046
O 0.9533 -0.5453 3.2904 -0.3 0.3 0.3 0.196
N 0.2744 -0.9370 2.4514 0.6 -0.6 -0.7 -0.053
```
Positions in Å, forces in eV/Å.